(1)
The following is a quantum chemistry calculation of a 21-piece molecular cluster, C2H44O22 overall, from the Open Molecules 2025 dataset.

XYZ file:
```
68
Properties=species:S:1:pos:R:3
O -14.36 -9.77 -14.10
C -15.32 -9.64 -13.13
C -14.60 -9.84 -11.78
O -15.52 -10.00 -10.76
H -16.09 -10.36 -13.41
H -15.68 -8.62 -13.19
H -14.01 -8.97 -11.56
H -13.89 -10.67 -11.88
O -15.49 -13.25 -10.68
H -16.15 -12.59 -10.90
H -14.73 -12.75 -10.30
O -15.41 -7.82 -15.61
H -15.87 -7.22 -15.08
H -15.19 -8.55 -15.00
O -13.81 -11.06 -16.40
H -14.29 -11.93 -16.30
H -14.02 -10.57 -15.61
O -16.70 -7.66 -11.01
H -17.60 -7.99 -11.03
H -16.16 -8.48 -11.04
O -18.60 -9.80 -13.83
H -18.46 -10.01 -14.73
H -17.86 -10.19 -13.37
O -12.95 -7.50 -13.62
H -12.62 -7.27 -12.79
H -13.58 -8.18 -13.42
O -14.48 -12.59 -13.74
H -14.51 -11.64 -13.92
H -15.30 -13.04 -13.57
O -15.36 -6.12 -13.37
H -14.63 -6.68 -13.63
H -15.94 -6.72 -12.86
O -17.69 -10.07 -9.38
H -16.87 -10.04 -9.88
H -17.93 -11.03 -9.34
O -11.96 -10.80 -14.23
H -12.81 -10.31 -14.03
H -11.31 -10.22 -13.81
O -11.75 -7.40 -10.88
H -12.37 -7.25 -10.14
H -11.81 -8.35 -10.86
O -12.19 -8.46 -16.08
H -12.55 -8.20 -15.24
H -12.20 -7.61 -16.51
O -17.06 -13.40 -14.10
H -17.21 -12.66 -13.49
H -17.58 -14.08 -13.66
O -12.37 -12.71 -12.06
H -11.80 -12.35 -12.74
H -13.22 -12.48 -12.48
O -18.16 -7.01 -13.57
H -18.34 -7.93 -13.54
H -18.64 -6.67 -14.34
O -13.88 -11.61 -9.45
H -14.28 -11.64 -8.60
H -14.44 -11.08 -10.03
O -16.66 -10.66 -15.69
H -17.00 -9.89 -16.11
H -15.95 -10.29 -15.16
O -11.60 -10.04 -10.97
H -10.85 -10.67 -10.88
H -12.40 -10.49 -11.33
O -17.29 -11.72 -12.03
H -18.19 -11.68 -11.68
H -16.90 -10.94 -11.70
O -14.56 -8.56 -8.67
H -14.86 -9.14 -9.39
H -15.22 -8.54 -7.97
```

Values from the calculation:
M, g mol⁻¹: 420.4
Calculated total energy, eV: -47835.315
Charge: -2
LUMO, eV: 4.43
HOMO energy, eV: -3.41

Mulliken atomic charge list, values in e, 5 entries: number 1, O, carries -0.38; number 2, C, carries 1.11; number 3, C, carries 1.89; number 4, O, carries 0.90; number 5, H, carries 0.25

=====

(2)
The following is a quantum chemistry calculation of a 23-piece molecular cluster, C2H48O24 overall, from the Open Molecules 2025 dataset.

XYZ file:
```
74
Properties=species:S:1:pos:R:3
O 1.18 1.58 0.47
C 0.02 0.71 0.41
C 0.29 -0.51 -0.39
O -0.90 -1.19 -0.65
H -0.66 1.40 -0.12
H -0.43 0.58 1.36
H 0.86 -1.15 0.21
H 0.84 -0.24 -1.36
O 0.15 1.10 -4.02
H -0.61 1.55 -3.66
H 0.04 0.26 -3.63
O 0.88 2.57 -1.83
H 0.97 2.14 -0.94
H 0.74 1.88 -2.49
O 1.41 1.56 3.25
H 2.07 2.16 3.49
H 1.38 1.51 2.24
O 1.55 -1.43 2.73
H 0.75 -1.62 2.26
H 2.04 -0.91 2.08
O -2.03 0.77 -2.24
H -1.71 0.02 -1.74
H -2.14 1.44 -1.52
O -0.46 -0.40 4.63
H -0.22 -1.26 4.36
H -0.02 0.24 4.10
O -1.30 2.25 3.15
H -0.34 2.21 3.24
H -1.60 1.39 3.01
O -3.27 -0.56 0.15
H -2.35 -0.81 -0.07
H -3.89 -1.02 -0.46
O -2.80 -0.07 2.66
H -3.01 -0.42 1.80
H -2.12 -0.70 2.87
O -2.00 -3.61 -1.07
H -1.65 -2.77 -0.84
H -2.74 -3.85 -0.49
O -1.44 4.13 -1.78
H -0.85 3.49 -1.39
H -1.14 4.98 -1.42
O 3.32 0.85 -1.64
H 2.52 0.82 -1.18
H 3.32 -0.05 -1.99
O -3.33 2.14 -0.36
H -3.40 1.21 -0.02
H -2.80 2.61 0.32
O 0.37 3.85 1.35
H 0.50 3.98 2.27
H 0.56 2.95 1.11
O -0.38 -1.45 -3.22
H -1.30 -1.69 -3.36
H -0.43 -1.33 -2.27
O 3.10 -0.02 1.22
H 3.53 0.44 1.96
H 2.41 0.60 0.96
O -3.13 -2.72 -3.16
H -2.62 -2.92 -2.39
H -3.88 -2.30 -2.74
O 3.52 2.99 0.33
H 2.71 2.51 0.48
H 3.15 3.74 -0.19
O 3.13 -3.25 1.03
H 2.39 -3.02 0.47
H 3.36 -4.16 0.83
O -0.94 -2.50 1.55
H -0.80 -2.05 0.72
H -1.86 -2.84 1.42
O 2.95 -1.50 -2.63
H 3.66 -2.19 -2.59
H 2.27 -1.99 -2.19
O 1.22 -3.29 -0.98
H 0.91 -4.15 -0.64
H 0.51 -2.66 -0.79
```

Values from the calculation:
M, g mol⁻¹: 456.4
Calculated total energy, eV: -51995.521
Charge: -2
LUMO, eV: 3.82
HOMO energy, eV: -3.92

Mulliken atomic charge list, values in e, 5 entries: number 1, O, carries 0.87; number 2, C, carries 1.04; number 3, C, carries 1.19; number 4, O, carries 1.49; number 5, H, carries -1.43

=====

(3)
The following is a quantum chemistry calculation of C2H4AsF6KO4 as an isolated structure, from the Open Molecules 2025 dataset.

XYZ file:
```
18
Properties=species:S:1:pos:R:3
K 1.14 -0.66 0.14
As -1.68 -1.72 0.21
F -2.26 -3.37 0.26
F -1.07 -1.80 1.90
F -1.16 0.03 0.14
F -2.12 -1.74 -1.55
F -3.30 -1.12 0.69
F 0.05 -2.18 -0.27
O 1.51 2.26 1.17
C 0.91 1.40 2.00
O 1.39 0.29 2.19
O -0.14 1.88 2.52
H 0.94 3.03 1.10
C 1.21 0.72 -2.11
O 0.46 1.57 -1.32
H 2.28 0.93 -2.08
H 1.01 -0.32 -1.85
H 0.83 0.81 -3.13
```

Values from the calculation:
M, g mol⁻¹: 320.1
Calculated total energy, eV: -103799.591
Charge: -2
LUMO, eV: 4.53
HOMO energy, eV: 0.33

Mulliken atomic charge list, values in e, 5 entries: number 1, K, carries 0.96; number 2, As, carries 2.07; number 3, F, carries -0.49; number 4, F, carries -0.48; number 5, F, carries -0.45

=====

(4)
The following is a quantum chemistry calculation of one molecule with the formula C2H4BNO2, from the Open Molecules 2025 dataset.

XYZ file:
```
10
Properties=species:S:1:pos:R:3
C 1.69 0.06 0.36
O 0.48 -0.63 -0.08
B -0.70 -0.05 -0.08
O -1.02 1.17 0.40
C -1.99 -0.99 -0.88
N -2.84 -1.56 -1.41
H 2.41 -0.30 -0.43
H 2.16 -0.40 1.37
H 1.64 1.19 0.38
H -1.84 1.52 0.36
```

Values from the calculation:
M, g mol⁻¹: 84.9
Calculated total energy, eV: -8401.648
LUMO, eV: 0.37
HOMO energy, eV: -11.78

Mulliken atomic charge list, values in e, 5 entries: number 1, C, carries -0.52; number 2, O, carries -0.33; number 3, B, carries 0.66; number 4, O, carries -0.50; number 5, C, carries 0.08